Molecular formula: C24H25N3O3
Method: DFT, ωB97M-V with the def2-TZVPD basis set

Positions of all 55 atoms, in Å:
C: -2.76070 1.11010 -6.77368
C: -1.79029 1.55955 -5.74781
C: -0.54898 1.09557 -5.61456
C: 0.34253 1.58844 -4.56173
O: 0.07150 2.45881 -3.75918
O: 1.51780 0.94850 -4.58948
C: 2.50121 1.30814 -3.62557
C: 2.22867 0.62443 -2.27456
O: 2.84638 -0.34467 -1.90206
N: 1.23861 1.22241 -1.57012
C: 0.77186 0.70626 -0.35765
C: 0.69581 1.28893 0.88528
C: 0.23518 0.26042 1.73788
C: 0.01011 0.27805 3.17964
C: 0.31047 -0.88365 3.88908
C: 0.15590 -0.97302 5.26002
C: 0.49852 -2.24099 5.98134
C: -0.32194 0.14087 5.95661
C: -0.49707 0.09754 7.44390
C: -0.64251 1.28662 5.24616
C: -0.49268 1.38425 3.86957
C: -0.89821 2.65356 3.18067
N: 0.06152 -0.85799 1.04655
N: 0.36451 -0.58504 -0.22027
C: 0.23334 -1.55257 -1.22575
C: 0.62907 -2.85877 -0.96935
C: 0.51024 -3.81515 -1.95935
C: -0.00062 -3.47532 -3.20144
C: -0.41605 -2.17739 -3.44637
C: -0.31098 -1.21467 -2.45992
H: -3.65157 0.71043 -6.28981
H: -2.33195 0.34881 -7.41998
H: -3.07694 1.95856 -7.37974
H: -2.13008 2.32406 -5.05985
H: -0.13609 0.33378 -6.25784
H: 2.52335 2.39700 -3.50358
H: 3.44900 0.94133 -4.02080
H: 0.77081 2.03186 -1.97006
H: 0.97775 2.28798 1.14036
H: 0.67745 -1.73166 3.33104
H: 1.28147 -2.06468 6.71875
H: -0.37176 -2.62985 6.50944
H: 0.84524 -2.99682 5.28171
H: -0.87186 1.04745 7.81690
H: -1.19974 -0.68670 7.72477
H: 0.45143 -0.11800 7.93533
H: -1.03070 2.14097 5.78497
H: -1.64955 3.17684 3.76867
H: -1.30496 2.44928 2.19310
H: -0.04125 3.31840 3.06881
H: 1.02872 -3.09977 0.00238
H: 0.82530 -4.82927 -1.76449
H: -0.08142 -4.22254 -3.97669
H: -0.83212 -1.91050 -4.40693
H: -0.66377 -0.21017 -2.64436

Values from the calculation:
Calculated total energy ... -1319.563930 a.u.
LUMO level ... 0.33 eV
Total charge ... 0
SMILES ... C/C=C/C(=O)OCC(=O)Nc1cc(-c2cc(C)c(C)cc2C)nn1-c1ccccc1
Energy above the lowest of the compared OMol25 structures with the same formula, charge and spin ... 1.474 eV
HOMO energy ... -0.2904 hartree

Partial atomic charges computed with the Löwdin method, in multiples of e: -0.082, -0.109, -0.015, -0.501, 0.079, 0.022, -0.050, -0.445, 0.110, 0.157, -0.209, 0.060, -0.229, -0.125, 0.018, -0.232, -0.048, -0.234, -0.048, -0.008, -0.212, -0.050, 0.163, -0.026, -0.191, -0.005, -0.073, -0.087, -0.074, -0.017, 0.083, 0.078, 0.083, 0.120, 0.120, 0.137, 0.140, 0.130, 0.106, 0.112, 0.081, 0.081, 0.075, 0.074, 0.082, 0.082, 0.114, 0.077, 0.076, 0.082, 0.114, 0.104, 0.100, 0.099, 0.112


Molecular formula: C24H25N3O5S2
Method: DFT, ωB97M-V with the def2-TZVPD basis set

Positions of all 59 atoms, in Å:
C: -0.06067 5.07808 -3.56676
O: 0.25413 5.35700 -2.22483
C: 0.06206 4.37495 -1.29721
C: -0.39689 3.09362 -1.57250
C: -0.55392 2.16718 -0.55441
C: -0.28143 2.51355 0.76125
N: -0.42826 1.59804 1.80713
S: -1.32487 0.18763 1.86001
O: -2.22051 0.12305 0.73961
O: -1.87752 0.14936 3.18237
C: -0.06066 -1.07716 1.71975
C: 1.08515 -0.71643 1.04256
C: 2.19433 -1.55681 1.01413
N: 3.36912 -1.21856 0.34550
C: 3.54873 -0.47501 -0.79534
O: 4.66708 -0.09607 -1.09366
C: 2.36633 -0.26431 -1.63632
C: 2.39831 0.61535 -2.64891
C: 1.33688 0.84713 -3.57271
C: 1.33430 1.72368 -4.63120
C: 0.12871 1.71716 -5.35405
C: -0.77829 0.83822 -4.84483
S: -0.18062 -0.00395 -3.47633
C: 2.13435 -2.74119 1.75120
C: 0.98518 -3.10802 2.41128
C: -0.17377 -2.30755 2.38734
N: -1.32584 -2.67720 3.02158
C: -2.63314 -2.54414 2.41295
C: -3.09755 -3.92154 1.91397
O: -3.11216 -4.88292 2.94574
C: -1.83720 -5.02190 3.52867
C: -1.34889 -3.67249 4.07088
C: 0.17775 3.80111 1.03839
C: 0.35388 4.71541 0.02392
H: 0.55123 4.26126 -3.96267
H: 0.15733 5.99276 -4.11604
H: -1.11960 4.82690 -3.68819
H: -0.64581 2.80082 -2.57925
H: -0.92959 1.18337 -0.78101
H: -0.30691 1.97828 2.73161
H: 1.12726 0.24855 0.56457
H: 4.23444 -1.51479 0.78018
H: 1.49912 -0.88287 -1.45873
H: 3.29609 1.20411 -2.79061
H: 2.17959 2.34200 -4.87680
H: -0.06016 2.33696 -6.21253
H: -1.76987 0.63284 -5.19702
H: 2.99866 -3.38821 1.78552
H: 0.97464 -4.04810 2.93910
H: -2.60784 -1.85048 1.57748
H: -3.33194 -2.16285 3.16339
H: -4.11955 -3.86557 1.53807
H: -2.42964 -4.25669 1.10402
H: -1.94711 -5.75153 4.33281
H: -1.12488 -5.40654 2.78129
H: -0.36995 -3.76254 4.53881
H: -2.06441 -3.32585 4.82544
H: 0.39540 4.08118 2.05872
H: 0.70941 5.71169 0.23266

Values from the calculation:
Calculated total energy ... -2266.352990 a.u.
LUMO level ... -0.28 eV
Total charge ... 0
SMILES ... COc1ccc(NS(=O)(=O)c2cc(NC(=O)/C=C/c3cccs3)ccc2N2CCOCC2)cc1
Energy above the lowest of the compared OMol25 structures with the same formula, charge and spin ... 2.295 eV
HOMO energy ... -0.2823 hartree

Partial atomic charges computed with the Löwdin method, in multiples of e: -0.082, -0.083, -0.272, -0.009, -0.037, -0.291, -0.068, 0.688, -0.282, -0.265, -0.172, -0.012, -0.240, 0.125, -0.476, 0.062, -0.032, -0.072, -0.515, -0.136, -0.192, -0.399, 1.058, -0.003, -0.001, -0.206, -0.100, -0.134, -0.172, -0.128, -0.188, -0.125, -0.019, 0.001, 0.072, 0.095, 0.100, 0.086, 0.078, 0.121, 0.106, 0.156, 0.094, 0.132, 0.118, 0.105, 0.064, 0.118, 0.105, 0.091, 0.136, 0.129, 0.131, 0.127, 0.123, 0.122, 0.136, 0.113, 0.119


Molecular formula: C24H25N8O4PSeV
Method: DFT, ωB97M-V with the def2-TZVPD basis set

Positions of all 64 atoms, in Å:
V: -0.74482 -0.15864 0.46726
C: -1.81759 -3.95920 -0.79032
C: -1.27013 -4.79165 0.19353
C: -0.89754 -4.24790 1.39404
C: -1.03752 -2.86968 1.62415
N: -1.51568 -2.05862 0.64571
C: -1.91839 -2.62503 -0.52033
N: -0.70954 -2.44047 2.88831
C: -0.59452 -1.20321 3.21512
N: -0.65392 -0.10558 2.37289
C: -0.52843 1.04178 3.14100
N: -0.58195 2.25825 2.73527
C: -0.89536 2.62482 1.44942
C: -0.69091 3.97876 1.13541
C: -1.05727 4.46857 -0.08962
C: -1.66135 3.60702 -1.01635
C: -1.81864 2.29692 -0.66714
N: -1.42336 1.78212 0.52495
C: -0.32773 0.65264 4.54479
C: -0.12919 1.41005 5.68087
C: 0.02665 0.72180 6.87932
C: -0.01962 -0.67117 6.92616
C: -0.22197 -1.42596 5.77585
C: -0.37184 -0.73429 4.59109
H: -2.15290 -4.34780 -1.74025
H: -1.15396 -5.85175 0.01262
H: -0.49558 -4.84387 2.19974
H: -2.32853 -1.94350 -1.25730
H: -0.24416 4.59950 1.89739
H: -0.89519 5.50976 -0.33394
H: -2.00108 3.95786 -1.97958
H: -2.27493 1.59330 -1.35496
H: -0.09304 2.48960 5.63354
H: 0.18829 1.27595 7.79412
H: 0.10609 -1.17274 7.87631
H: -0.25852 -2.50635 5.80209
O: 2.75579 0.95280 0.99963
Se: 2.46586 -0.55877 0.52096
O: 3.29741 -0.82760 -0.89061
O: 0.78937 -0.30485 -0.34552
O: 2.03654 -2.25619 -2.57250
C: 2.46452 -0.79888 -5.91374
N: 2.86192 -1.17047 -4.50110
C: 3.68637 -0.02073 -3.90647
N: 2.95972 1.20300 -3.97650
C: 2.55155 1.48946 -5.34203
N: 1.73293 0.42341 -5.91980
C: 0.43759 0.30491 -5.24300
P: 0.52972 -0.02511 -3.39825
C: 1.62437 -1.53958 -3.64240
C: 1.84434 1.23666 -3.02725
H: 1.87118 -1.61698 -6.32174
H: 3.38452 -0.69013 -6.48946
H: 3.43358 -2.01806 -4.48975
H: 4.59231 0.03782 -4.51170
H: 3.92389 -0.27807 -2.87591
H: 3.44290 1.61265 -5.96033
H: 1.98511 2.41944 -5.36052
H: -0.13787 -0.49608 -5.71356
H: -0.12159 1.22821 -5.40348
H: 1.05394 -2.20328 -4.30391
H: 2.48785 -1.67952 -1.85155
H: 2.22123 1.06077 -2.02092
H: 1.39231 2.23050 -3.04124

Values from the calculation:
Calculated total energy ... -5355.207332 a.u.
LUMO level (alpha / beta) ... -3.49 / -3.48 eV
Total charge ... +1
Energy above the lowest of the compared OMol25 structures with the same formula, charge and spin ... 2.116 eV
<S²> ... 2.01
Spin multiplicity ... 3
HOMO energy (alpha / beta) ... -0.4040 / -0.4095 hartree

Partial atomic charges computed with the Löwdin method, in multiples of e: 0.926, -0.043, -0.024, 0.016, -0.289, 0.000, -0.119, 0.186, -0.252, 0.015, -0.245, 0.194, -0.281, 0.021, -0.025, -0.049, -0.128, 0.001, -0.094, 0.013, -0.048, -0.049, 0.010, -0.097, 0.114, 0.120, 0.124, 0.115, 0.126, 0.120, 0.112, 0.112, 0.122, 0.111, 0.111, 0.121, -0.568, 1.078, -0.601, -0.673, -0.053, -0.124, -0.006, -0.089, -0.137, -0.163, -0.149, -0.322, 1.082, -0.493, -0.302, 0.141, 0.144, 0.186, 0.146, 0.117, 0.137, 0.135, 0.089, 0.089, 0.122, 0.010, 0.063, 0.096


Molecular formula: C24H26AlN4O2SSi
Method: DFT, ωB97M-V with the def2-TZVPD basis set

Positions of all 59 atoms, in Å:
Al: 0.66769 -0.02364 -0.48159
O: 3.12627 -0.38618 2.34021
S: 1.81167 -0.11323 1.87050
O: 1.66055 1.01109 0.87734
N: 1.12033 -1.19247 0.92924
C: 0.38334 -2.35104 1.15328
C: 0.50787 -3.29677 2.12850
C: -0.37547 -4.40523 2.13693
C: -1.34823 -4.55861 1.19187
C: -1.50377 -3.58277 0.17343
C: -2.48925 -3.61920 -0.83667
C: -2.57170 -2.60098 -1.75082
C: -1.67133 -1.52904 -1.66721
N: -0.72996 -1.47180 -0.74543
C: -0.63620 -2.48364 0.16937
C: 0.76587 0.18931 3.24728
C: 1.35251 0.41521 4.48417
C: 0.53374 0.67554 5.57283
C: -0.84455 0.69674 5.41830
C: -1.41981 0.45768 4.17559
C: -0.61328 0.20129 3.08114
H: 1.27820 -3.21077 2.88367
H: -0.26016 -5.14777 2.91447
H: -2.00899 -5.41498 1.20679
H: -3.18043 -4.45195 -0.87705
H: -3.32003 -2.60070 -2.52950
H: -1.71553 -0.69419 -2.35643
H: 2.42815 0.38628 4.58638
H: 0.97406 0.86004 6.54280
H: -1.47796 0.89717 6.27191
H: -2.49479 0.47121 4.05992
H: -1.06305 0.01383 2.11333
C: 3.39181 -1.49032 -2.47414
C: 2.59262 -0.31920 -2.94538
C: 2.81240 0.32225 -4.14475
C: 1.99364 1.39838 -4.49789
C: 0.97109 1.83213 -3.68226
C: 0.77991 1.15639 -2.47287
N: 1.59715 0.10710 -2.14893
N: -0.12868 1.34894 -1.47458
Si: -1.02820 2.82520 -1.16065
C: -2.42092 2.98111 -2.39931
C: 0.10249 4.30875 -1.24346
C: -1.71029 2.59610 0.56280
H: 4.37153 -1.50608 -2.94619
H: 2.88046 -2.42114 -2.72925
H: 3.52505 -1.46361 -1.39233
H: 3.61389 -0.00097 -4.79184
H: 2.16926 1.90737 -5.43723
H: 0.34123 2.66624 -3.95241
H: -2.06306 3.00380 -3.43012
H: -2.98351 3.90251 -2.23235
H: -3.12218 2.14834 -2.31016
H: 0.24880 4.66299 -2.26525
H: 1.08464 4.09166 -0.81872
H: -0.32397 5.13654 -0.67281
H: -2.30694 1.68214 0.63687
H: -2.36210 3.42953 0.83163
H: -0.91191 2.55344 1.30701

Values from the calculation:
Calculated total energy ... -2229.833441 a.u.
LUMO level ... -3.49 eV
Total charge ... +1
HOMO energy ... -0.4071 hartree

Partial atomic charges computed with the Löwdin method, in multiples of e: 0.115, -0.233, 0.741, -0.228, -0.104, -0.224, 0.025, -0.041, -0.014, -0.134, 0.035, -0.012, -0.050, 0.103, -0.125, -0.274, -0.035, -0.046, -0.047, -0.048, -0.065, 0.129, 0.117, 0.122, 0.132, 0.118, 0.125, 0.120, 0.117, 0.116, 0.116, 0.103, -0.001, -0.275, -0.018, -0.025, 0.006, -0.338, 0.134, -0.015, 0.432, -0.164, -0.154, -0.161, 0.090, 0.097, 0.084, 0.118, 0.121, 0.105, 0.025, 0.039, 0.030, 0.031, 0.040, 0.039, 0.032, 0.043, 0.028


Q: total charge of number 2 (C24H25N3O5S2)?
A: 0